(1)
{"formula": "C13H17NPdS", "method": "wB97M-V/def2-TZVPD", "elements": ["Pd", "S", "N", "C", "C", "C", "C", "C", "C", "C", "C", "C", "C", "C", "C", "C", "H", "H", "H", "H", "H", "H", "H", "H", "H", "H", "H", "H", "H", "H", "H", "H", "H"], "positions_angstrom": [[0.509023, -0.425224, 0.922625], [-0.076207, -2.237465, -0.797741], [1.681664, -2.160875, 0.985681], [3.156076, -3.788165, 1.847676], [-2.733834, 2.293528, -0.644213], [2.625680, -4.722812, 0.952908], [1.149370, -3.017474, 0.073102], [0.290314, 2.610994, -0.528461], [0.017796, 2.250369, -2.015560], [-2.364914, 1.738447, 0.771453], [-1.223721, 1.526054, -2.492475], [2.658056, -2.485218, 1.853398], [0.225322, 1.587331, 0.585081], [-2.430468, 1.579635, -1.928764], [1.620032, -4.347778, 0.053714], [-1.038301, 0.928991, 1.017411], [-3.279860, 1.063475, -2.389119], [-1.016294, 0.830986, -3.321862], [0.095921, 3.209047, -2.553385], [2.989007, -1.689053, 2.519317], [-3.828349, 2.461766, -0.607461], [2.987204, -5.743106, 0.955259], [-2.287818, 2.616693, 1.428072], [-1.144359, -0.149069, 0.520715], [0.871911, 1.891497, 1.424772], [1.343127, 2.943985, -0.516239], [-0.320325, 3.475736, -0.248840], [0.866899, 1.645580, -2.340497], [-3.180485, 1.111300, 1.161755], [3.947544, -4.026910, 2.556372], [-0.979107, 0.763752, 2.106828], [1.159503, -5.026933, -0.652009], [-2.290406, 3.290915, -0.699513]], "atomic_forces_ev_per_a": [[2.939, -3.316, -1.374], [-0.740, 0.215, -0.787], [0.668, 0.222, 0.887], [0.276, 0.656, 0.485], [-0.552, 0.811, 0.366], [-0.624, 0.532, -0.492], [1.248, -0.199, 1.528], [0.577, -0.368, -0.200], [0.278, -0.149, 0.251], [0.225, -0.829, -0.101], [0.198, -0.395, 0.504], [-0.601, -1.110, -1.050], [-0.065, 1.284, 0.146], [0.126, -0.754, 0.118], [0.186, 0.366, 0.256], [-2.042, 1.693, 0.086], [0.446, -0.090, 0.106], [-0.467, 0.616, 0.121], [-0.012, -0.256, -0.064], [0.018, -0.347, -0.121], [0.491, 0.018, 0.018], [0.011, 0.023, -0.006], [-0.111, -0.232, -0.093], [-1.379, 1.216, 0.184], [-0.269, 0.094, -0.217], [-0.417, 0.191, -0.095], [0.068, 0.018, 0.090], [0.046, 0.052, -0.073], [0.123, 0.212, -0.184], [-0.199, -0.193, -0.250], [-0.509, 0.184, -0.066], [0.186, -0.150, 0.099], [-0.122, -0.016, -0.071]], "lowdin_spin": [0.846, 0.287, 0.069, 0.001, 0.003, 0.008, 0.043, 0.061, 0.011, 0.039, 0.000, 0.017, 0.396, 0.001, 0.005, 0.095, 0.000, 0.000, 0.000, 0.003, 0.001, 0.001, 0.002, 0.040, 0.041, 0.002, 0.019, 0.001, 0.000, 0.000, 0.005, 0.003, 0.001], "homo_ev": [-6.8, -7.7], "max_force_ev_per_a": 4.639, "e_above_lowest_ev": 0.239, "spin_multiplicity": 3, "orbital_gap_ev": [7.496, 7.002]}

---

(2)
{"formula": "C4H13N3O", "method": "wB97M-V/def2-TZVPD", "elements": ["O", "N", "N", "N", "C", "C", "C", "C", "H", "H", "H", "H", "H", "H", "H", "H", "H", "H", "H", "H", "H"], "positions_angstrom": [[-0.725805, -2.458120, -1.861587], [-1.766711, 0.796984, -0.378377], [1.886991, -0.773308, 2.474775], [0.775070, 1.463550, -0.337059], [-0.542733, -1.387074, -1.106129], [1.601540, 0.550800, 0.455639], [1.303848, 0.296024, 1.766145], [-1.712031, -0.345230, -1.354491], [0.422460, -0.807771, -1.291466], [1.036905, 1.388903, -1.318985], [2.331490, -1.487274, 1.854917], [0.903076, 2.461902, -0.045829], [1.345879, -1.217469, 3.177136], [-2.300969, 0.384434, 0.430975], [-2.293984, 1.619893, -0.717649], [2.275385, -0.098359, -0.127947], [-2.664600, -0.890527, -1.302757], [-1.558165, -0.019716, -2.409055], [-0.584500, -1.595444, 0.026053], [-0.407176, 1.144759, -0.272683], [0.674031, 0.973042, 2.338374]], "atomic_forces_ev_per_a": [[0.284, 0.634, 0.264], [-0.361, -0.304, 0.705], [0.995, 0.270, -1.838], [0.381, 1.137, 0.589], [-1.030, -0.390, 0.141], [-0.267, -0.929, 1.408], [0.957, -0.577, -1.442], [0.090, -0.557, -1.102], [-0.169, -0.243, 0.097], [-0.003, 0.003, 0.128], [-0.669, 0.984, 0.815], [-0.135, -1.061, -0.383], [-0.565, -0.035, 0.529], [0.999, 1.017, -0.852], [0.191, -0.790, 0.182], [-0.564, 0.445, 0.431], [0.342, 0.027, -0.164], [-0.296, 0.224, 0.768], [0.322, 0.272, -0.323], [-0.316, 0.170, 0.136], [-0.183, -0.299, -0.090]], "nbo_charge": [-0.887, -0.836, -0.807, -0.775, 0.020, -0.171, 0.017, -0.285, 0.035, 0.424, 0.388, 0.402, 0.389, 0.400, 0.382, 0.222, 0.195, 0.190, 0.050, 0.450, 0.197], "homo_ev": -6.0, "max_force_ev_per_a": 2.107, "e_above_lowest_ev": 5.106, "orbital_gap_ev": 6.066}

---

(3)
{"formula": "C5H5NO2", "method": "wB97M-V/def2-TZVPD", "elements": ["O", "O", "N", "C", "C", "C", "C", "C", "H", "H", "H", "H", "H"], "positions_angstrom": [[1.350269, 0.407958, 0.942383], [1.492053, 0.916163, -1.491704], [-1.984485, 0.971424, 1.553919], [-0.976021, 0.596800, 1.141684], [0.097849, -0.022473, 0.342853], [0.265333, 0.659906, -1.078255], [-0.103253, -1.476309, 0.205577], [-0.647427, -1.958702, -1.029193], [-0.260826, -1.516267, -2.102374], [1.659987, 1.225605, 0.207782], [-0.466430, 1.176577, -1.808061], [-0.605523, -2.175542, 0.974075], [-0.993285, -2.898645, -1.250275]], "atomic_forces_ev_per_a": [[0.205, 2.252, -2.308], [-6.018, -1.285, 2.125], [0.633, 0.073, 0.195], [-1.305, -0.255, -0.845], [2.763, 2.348, 0.084], [4.686, 2.532, -3.569], [-5.016, -3.888, -3.311], [5.200, 4.253, -0.118], [-1.287, -0.356, 2.784], [-0.552, -3.631, 3.128], [0.164, -1.504, 1.573], [1.600, 1.738, -0.196], [-1.074, -2.279, 0.457]], "nbo_charge": [-0.694, -0.533, -0.273, 0.263, 0.004, 0.393, -0.203, -0.309, 0.189, 0.503, 0.211, 0.249, 0.199], "homo_ev": -10.9, "smiles": "C=C[C@](O)(C#N)C=O", "max_force_ev_per_a": 7.158, "e_above_lowest_ev": 5.393, "orbital_gap_ev": 10.178}

---

(4)
{"formula": "C12H42O12", "method": "wB97M-V/def2-TZVPD", "elements": ["O", "O", "O", "O", "O", "O", "O", "O", "O", "O", "O", "O", "C", "C", "C", "C", "C", "C", "C", "C", "C", "C", "C", "C", "H", "H", "H", "H", "H", "H", "H", "H", "H", "H", "H", "H", "H", "H", "H", "H", "H", "H", "H", "H", "H", "H", "H", "H", "H", "H", "H", "H", "H", "H", "H", "H", "H", "H", "H", "H", "H", "H", "H", "H", "H", "H"], "positions_angstrom": [[-3.942160, 3.407232, -1.519126], [-0.368020, 5.544943, 0.740886], [0.464416, 3.094249, -2.616779], [-0.306150, 0.885645, 3.154522], [2.684218, -1.832846, 2.412252], [-1.801851, -0.975964, 4.648167], [0.399313, -4.799301, -4.365455], [-0.482311, -2.338842, -3.101051], [-3.673900, 1.694234, 1.068835], [-2.042057, -3.024968, -0.612937], [3.164734, -1.615369, -0.616933], [1.220547, 0.085735, 0.776903], [3.467238, -2.654291, 1.565371], [2.865007, -2.752646, 0.183359], [0.934728, 0.802400, -0.437277], [-2.828382, 2.681989, -2.000767], [1.333514, 4.211849, -2.408394], [-0.504632, -1.311630, 4.141469], [1.194835, -3.996880, -3.472851], [-0.995356, -2.315593, -0.021475], [-3.010286, 0.433933, 1.021065], [0.823772, -2.553995, -3.645794], [-0.569295, 4.204763, 1.203253], [0.343091, -0.077018, 3.979471], [2.505433, -1.021318, 1.916181], [-2.159108, 0.340808, 1.697663], [-1.089896, -1.224013, -0.109265], [-4.132959, 1.792122, 1.906826], [4.497616, -2.281703, 1.500829], [-0.638590, -1.835753, 3.197455], [0.858380, 4.811730, -1.638576], [-1.907248, 2.958332, -1.477601], [-4.006913, 3.169386, -0.586243], [-0.077172, 1.215291, -0.398718], [3.187408, -3.644269, -0.358680], [2.252046, -4.118693, -3.720061], [1.565131, -1.950082, -3.105074], [-0.634249, -1.388433, -3.097716], [0.316828, 5.945721, 1.281767], [-1.165188, 1.098027, 3.532266], [0.517382, 0.345030, 4.981915], [0.867891, -2.282652, -4.706333], [-1.184360, 4.175605, 2.110291], [1.402648, 4.806202, -3.325708], [-1.844746, -2.966762, -1.557885], [-3.674942, -0.407394, 1.259065], [-2.716221, 0.265784, -0.011343], [2.582459, -0.912678, -0.320131], [-0.031411, -2.581500, -0.473425], [0.824785, 2.495664, -3.275665], [-1.057088, 3.644098, 0.414055], [2.341994, 3.897453, -2.129691], [0.914140, 0.642244, 1.503127], [-1.687812, -0.554844, 5.507302], [1.624725, 1.633993, -0.578834], [3.534153, -3.651324, 2.011478], [0.391653, 3.748963, 1.471841], [0.006209, -2.010763, 4.816656], [1.002084, -4.292174, -2.435821], [0.976522, 0.100657, -1.267869], [1.310274, -0.300593, 3.534965], [-2.699672, 2.873915, -3.062728], [-2.953342, 1.596927, -1.868219], [1.777596, -2.862159, 0.303825], [0.904832, -5.590461, -4.569986], [-0.872285, -2.478011, 1.051352]], "atomic_forces_ev_per_a": [[0.107, -0.123, 0.058], [-0.077, -0.331, -0.025], [-0.031, -0.084, 0.246], [0.475, 0.205, -0.227], [0.079, 0.114, 0.105], [0.197, 0.105, -0.269], [0.324, 0.248, 0.270], [0.143, 0.168, -0.161], [0.197, 0.080, 0.017], [-0.147, 0.000, -0.048], [0.004, -0.237, -0.162], [0.101, 0.212, -0.447], [0.400, -0.401, -0.060], [-0.408, -0.174, -0.092], [-0.436, 0.202, 0.478], [0.199, -0.314, 0.213], [-0.290, -0.271, -0.644], [0.115, -0.414, 0.341], [-0.437, -0.388, -0.499], [1.131, 0.732, 0.271], [-0.517, -0.677, -0.010], [0.144, 0.180, 0.225], [0.410, 0.399, 0.448], [-0.339, 0.272, 0.375], [-0.062, -0.070, 0.002], [0.123, 0.319, -0.180], [-0.126, -0.080, -0.202], [0.010, -0.095, 0.018], [-0.072, 0.061, -0.098], [-0.198, 0.165, -0.066], [0.167, 0.044, 0.154], [0.013, 0.091, -0.189], [-0.181, 0.006, 0.021], [0.041, -0.028, -0.064], [0.340, 0.121, 0.051], [0.056, 0.059, 0.181], [-0.060, -0.041, 0.014], [-0.134, -0.037, -0.028], [-0.055, 0.044, 0.029], [-0.037, -0.149, 0.037], [0.101, 0.060, -0.136], [-0.143, -0.063, 0.042], [-0.122, 0.057, -0.169], [0.038, 0.064, 0.112], [-0.196, -0.254, -0.043], [-0.128, 0.242, 0.027], [0.235, 0.191, 0.021], [-0.016, 0.174, 0.131], [-0.133, 0.051, 0.005], [0.170, 0.181, -0.079], [-0.010, -0.044, -0.051], [-0.041, 0.047, 0.216], [-0.262, -0.053, 0.156], [-0.006, -0.131, 0.061], [0.101, -0.092, -0.137], [-0.242, 0.122, 0.111], [-0.115, -0.167, -0.235], [-0.034, 0.069, -0.046], [0.140, -0.020, -0.006], [0.159, -0.018, -0.021], [-0.080, -0.098, 0.051], [-0.043, 0.160, -0.006], [-0.122, 0.085, -0.081], [0.181, 0.046, 0.024], [-0.115, -0.043, 0.013], [-0.487, -0.481, -0.042]], "nbo_charge": [-0.729, -0.725, -0.738, -0.753, -0.740, -0.725, -0.721, -0.738, -0.747, -0.730, -0.737, -0.788, -0.091, -0.104, -0.264, -0.240, -0.255, -0.093, -0.087, -0.225, -0.261, -0.089, -0.247, -0.095, 0.478, 0.174, 0.141, 0.472, 0.168, 0.193, 0.205, 0.162, 0.481, 0.191, 0.180, 0.173, 0.178, 0.472, 0.463, 0.486, 0.153, 0.175, 0.162, 0.167, 0.487, 0.178, 0.182, 0.479, 0.154, 0.463, 0.188, 0.160, 0.506, 0.462, 0.182, 0.179, 0.159, 0.174, 0.174, 0.178, 0.206, 0.180, 0.144, 0.175, 0.468, 0.169], "homo_ev": -9.7, "smiles": "OCCO.OCCO.OCCO.CO.CO.CO.CO.CO.CO", "max_force_ev_per_a": 1.374, "e_above_lowest_ev": 2.197, "orbital_gap_ev": 9.949}

---

(5)
{"formula": "C6H6", "method": "wB97M-V/def2-TZVPD", "elements": ["C", "C", "C", "C", "C", "C", "H", "H", "H", "H", "H", "H"], "positions_angstrom": [[0.983383, 1.083668, 0.323680], [0.174222, -0.045089, -0.296432], [-0.885413, -0.534691, 0.339713], [-2.069463, -0.698095, 0.805198], [1.032048, -1.647277, -2.225826], [0.692660, -0.814212, -1.407463], [-2.889767, -0.167190, 0.205690], [0.522180, 1.985998, 0.499479], [-2.148731, -1.232269, 1.703439], [1.732797, 1.362798, -0.295655], [1.323498, 0.822781, 1.450413], [1.233989, -2.443634, -2.857966]], "atomic_forces_ev_per_a": [[-0.573, -2.624, 3.703], [-0.109, -0.661, 0.812], [1.380, 1.462, -1.609], [-1.151, 1.218, -1.437], [-0.819, 1.953, 1.833], [0.321, -1.201, -0.504], [0.898, -0.995, 1.433], [-2.092, 1.882, 0.145], [-0.975, -0.843, 0.976], [2.946, 0.298, -1.638], [-0.228, 0.206, -2.834], [0.404, -0.695, -0.880]], "nbo_charge": [-0.598, -0.186, 0.158, -0.492, -0.210, -0.022, 0.240, 0.221, 0.227, 0.219, 0.216, 0.227], "homo_ev": -8.8, "smiles": "C#CC(C)=C=C", "max_force_ev_per_a": 4.574, "e_above_lowest_ev": 4.558, "orbital_gap_ev": 9.456}

---

(6)
{"formula": "C3H12N", "method": "wB97M-V/def2-TZVPD", "elements": ["N", "C", "C", "C", "H", "H", "H", "H", "H", "H", "H", "H", "H", "H", "H", "H"], "positions_angstrom": [[-2.182293, -2.168570, 0.674828], [0.176122, 0.024447, -0.717665], [1.378180, 0.623766, -0.041681], [1.496712, 2.159715, -0.032544], [0.090390, 0.064802, -1.901454], [-2.117678, -3.155387, 1.126705], [2.330401, 0.173167, -0.297527], [-0.011758, -1.082245, -0.591343], [-3.101913, -1.619494, 0.672210], [2.385918, 2.485222, 0.470194], [-1.374471, -1.500010, 1.126415], [1.601623, 2.676928, -1.051306], [1.401445, 0.215398, 1.050089], [0.645733, 2.744832, 0.327522], [-1.961295, -2.230646, -0.343519], [-0.757117, 0.588076, -0.470923]], "atomic_forces_ev_per_a": [[1.680, 1.407, 0.595], [-1.964, -0.432, -3.062], [0.576, -0.432, 2.512], [-0.353, 0.932, -2.089], [0.860, 0.287, 2.192], [-0.728, 2.181, -0.819], [0.077, 0.037, -1.023], [0.560, 0.927, 0.430], [1.231, -1.392, 0.749], [0.361, -0.007, 0.596], [-2.371, -1.940, -1.350], [0.028, -1.382, 0.849], [-0.560, 1.063, -1.316], [-0.108, -0.617, 0.613], [0.176, -0.207, 0.812], [0.535, -0.425, 0.309]], "nbo_charge": [-0.932, -0.623, -0.423, -0.624, 0.235, 0.487, 0.229, 0.158, 0.479, 0.231, 0.496, 0.219, 0.190, 0.213, 0.464, 0.200], "homo_ev": -14.0, "max_force_ev_per_a": 3.663, "e_above_lowest_ev": 1.428, "total_charge": 1, "orbital_gap_ev": 9.337}